(1)
The following is a DFT calculation (ωB97M-V with the def2-TZVPD basis set) of a single C8H18N2O2S molecule in a non-equilibrium geometry.

Structure (ORCA input):
```
! RIJCOSX wB97M-V def2-TZVPD def2/J DEFGRID3
* xyz 0 1
S -2.07 -0.81 0.21
O -1.97 -1.86 1.17
O -3.40 -0.42 -0.32
N 0.87 -0.53 -0.71
N -1.10 0.47 0.71
C 1.40 -0.76 1.64
C 0.21 -1.77 -0.73
C 3.09 -1.46 -0.24
C -1.47 1.72 0.25
C -1.33 1.90 -1.33
C 1.93 -0.47 0.19
C -1.14 -1.52 -1.24
C -0.78 2.83 1.06
H 0.86 -1.71 1.69
H -1.61 3.58 1.46
H 3.25 -1.16 -1.34
H 2.38 -0.83 2.20
H 0.81 -2.42 -1.49
H 3.99 -1.09 0.35
H -1.13 -0.75 -2.05
H -1.45 2.98 -1.59
H -1.73 -2.43 -1.48
H -0.06 3.35 0.48
H 0.80 0.11 1.93
H -0.44 1.34 -1.81
H 2.40 0.52 0.03
H 0.11 -2.23 0.21
H -0.29 2.50 2.04
H -2.23 1.51 -1.77
H -2.51 1.84 0.45
H 2.58 -2.43 0.05
*
```

Results
Highest occupied orbital energy (alpha / beta): -9.2 / -9.7 eV
Molar mass: 206.31 g/mol
HOMO-LUMO gap (alpha / beta): 7.2 / 9.2 eV
F_max: 0.0674 Eh/bohr
LUMO level (alpha / beta): -0.072 / -0.019 hartree

Results of the Löwdin charge analysis, in e, for atoms 1 through 6:
1 S 0.658
2 O -0.308
3 O -0.333
4 N 0.059
5 N -0.012
6 C -0.046



(2)
The following is a DFT calculation (ωB97M-V with the def2-TZVPD basis set) of a molecular structure, C52H49MoN4O3S3Te in a non-equilibrium geometry.

Structure (ORCA input):
```
! RIJCOSX wB97M-V def2-TZVPD def2/J DEFGRID3
* xyz 0 4
Te 2.10 2.04 -1.47
Mo -0.47 -1.50 0.35
S 0.17 -2.71 3.47
S 2.34 2.12 2.14
S 3.20 0.21 0.19
O 0.60 -3.98 3.96
O 1.47 -2.44 0.35
O 1.15 -1.71 3.20
N 0.43 -1.45 -1.33
N -0.74 -2.83 2.05
N 0.62 0.33 1.30
N -1.35 -3.20 -0.50
C 1.90 0.75 1.13
C -2.25 -1.82 4.39
C -1.20 -0.96 6.78
C -1.75 -4.17 0.38
C -1.82 1.68 3.76
C 0.76 2.08 2.86
C 3.49 -3.78 -3.74
C 0.95 4.31 -3.64
C 0.83 -0.20 -5.06
C -3.28 0.00 -0.21
C 4.76 -3.90 -3.17
C -2.79 -5.39 -1.44
C -0.93 -1.98 4.63
C -0.46 1.04 -3.22
C -2.41 -4.40 -2.27
C -5.61 0.37 -1.10
C -2.22 -0.58 -0.08
C -2.84 -6.33 0.84
C -1.03 2.64 4.38
C 2.72 5.98 -3.27
C -2.57 -0.80 6.52
C 3.88 -2.79 -1.17
C 0.84 0.60 -3.90
C -2.45 -5.37 -0.08
C 3.01 3.89 -2.15
C -4.32 2.25 -0.23
C -1.29 0.91 2.75
C 4.48 7.77 -3.04
C -1.40 -4.02 1.74
C 4.68 5.55 -1.86
C -2.54 -6.17 2.14
C -0.36 -1.53 5.83
C -3.37 0.09 7.39
C 0.00 1.12 2.26
C 4.93 -3.34 -1.85
C -1.71 -3.30 -1.78
C 3.24 -0.29 -4.98
C 3.26 0.59 -3.89
C -3.09 -1.21 5.31
C 5.04 3.44 -0.59
C 1.46 -2.14 -0.89
C 2.61 -2.71 -1.74
C -5.02 0.50 1.35
C 0.28 2.86 3.92
C 2.09 1.04 -3.35
C 4.22 4.26 -1.58
C 2.46 -3.13 -3.08
C -4.55 0.74 -0.07
C 2.03 -0.69 -5.52
C -1.85 -5.00 2.60
C 2.25 4.70 -2.99
C 3.96 6.41 -2.72
H -4.79 -0.51 1.65
H -2.94 0.27 8.38
H 5.21 8.05 -2.28
H 1.56 -3.05 -3.62
H -0.43 2.08 -2.90
H 0.19 3.92 -2.90
H 4.02 -2.46 -0.09
H 5.12 7.78 -3.93
H -6.49 0.88 -0.81
H 4.22 0.86 -3.49
H -6.04 0.67 1.56
H 1.13 3.52 -4.41
H 4.45 3.25 0.32
H -3.42 1.03 6.86
H 0.47 5.17 -4.19
H -1.91 0.10 2.37
H 3.71 8.53 -3.27
H -3.37 -6.21 -1.79
H -2.56 -2.17 3.44
H -0.69 0.42 -2.39
H 5.99 3.98 -0.39
H -4.44 -0.26 7.52
H 1.99 -1.44 -6.30
H -1.49 3.22 5.13
H -1.50 -2.53 -2.49
H -2.85 1.51 4.09
H -3.88 2.43 -1.20
H 4.13 -0.66 -5.43
H 0.92 3.63 4.38
H -2.70 -4.39 -3.30
H 5.25 2.41 -0.97
H -2.80 -6.88 2.92
H -3.39 -7.23 0.49
H -3.58 2.55 0.53
H 5.55 -4.40 -3.72
H -1.34 0.95 -3.89
H -5.22 2.86 -0.09
H -4.39 1.20 1.99
H 3.28 -4.09 -4.79
H 5.61 5.95 -1.44
H -5.83 -0.66 -1.13
H 2.20 6.66 -3.98
H -4.14 -1.17 5.17
H -5.40 0.73 -2.08
H -0.76 -0.54 7.69
H 0.70 -1.56 5.98
H -1.72 -4.78 3.63
H 5.90 -3.39 -1.44
H -0.03 -0.66 -5.42
*
```

Results
Highest occupied orbital energy (alpha / beta): -6.9 / -8.0 eV
Molar mass: 1097.73 g/mol
HOMO-LUMO gap (alpha / beta): 6.6 / 6.6 eV
F_max: 0.0548 Eh/bohr
LUMO level (alpha / beta): -0.010 / -0.049 hartree

Results of the Löwdin charge analysis, in e, for atoms 1 through 6:
1 Te 1.582
2 Mo 1.604
3 S 0.613
4 S 1.023
5 S 0.584
6 O -0.266



(3)
The following is a DFT calculation (ωB97M-V with the def2-TZVPD basis set) of 2 unconnected molecules or ions with the total composition C5H14S in a non-equilibrium geometry.

Structure (ORCA input):
```
! RIJCOSX wB97M-V def2-TZVPD def2/J DEFGRID3
* xyz 0 1
S 0.44 1.54 -0.94
C -0.15 -2.26 1.87
C -1.31 1.17 -0.83
C -1.89 1.24 0.58
C 1.33 -2.75 1.84
C 1.24 0.14 -1.80
H 1.48 -3.59 2.53
H -1.48 0.17 -1.23
H -0.11 -1.26 1.44
H -1.77 1.98 -1.40
H -1.33 0.79 1.40
H 2.11 -0.21 -1.25
H -0.55 -2.16 2.88
H 1.50 -3.30 0.91
H -2.11 2.27 0.86
H -0.82 -2.92 1.33
H 0.56 -0.68 -1.97
H 1.54 0.56 -2.76
H 1.91 -1.90 2.16
H -2.87 0.77 0.58
*
```

Results
Highest occupied orbital energy: -8.3 eV
Molar mass: 106.23 g/mol
HOMO-LUMO gap: 9.3 eV
SMILES string: CCSC.CC
F_max: 0.0439 Eh/bohr
LUMO level: 0.037 hartree

Results of the Löwdin charge analysis, in e, for atoms 1 through 6:
1 S 0.777
2 C -0.161
3 C -0.580
4 C -0.182
5 C -0.158
6 C -0.399



(4)
The following is a DFT calculation (ωB97M-V with the def2-TZVPD basis set) of a molecular structure, C11H23ClMgNO2P2 in a non-equilibrium geometry.

Structure (ORCA input):
```
! RIJCOSX wB97M-V def2-TZVPD def2/J DEFGRID3
* xyz 1 1
Cl -0.84 -0.13 2.80
P 2.36 -0.70 1.47
P -2.34 1.09 0.25
Mg 0.12 0.86 0.97
O 1.34 2.07 -0.20
O -0.29 3.86 0.24
N -0.02 -0.70 -0.57
C 1.13 -1.25 -1.01
C -1.26 -2.09 -2.06
C -1.20 -1.12 -1.06
C -2.70 2.15 -1.18
C -0.09 -2.63 -2.57
C 4.11 -0.31 1.79
C 2.32 -2.48 1.90
C 2.41 -0.75 -0.38
C -3.90 1.16 1.19
C -2.50 -0.57 -0.52
C 1.13 -2.20 -2.04
H -2.02 1.90 -2.01
H -2.89 -1.25 0.26
H -2.53 3.20 -0.90
H -0.12 -3.36 -3.38
H 4.18 -0.04 2.86
H 1.56 1.93 -1.15
H -3.74 2.01 -1.49
H 1.41 -2.93 1.48
H -4.77 1.12 0.53
H 2.51 0.35 -0.64
H 0.89 3.01 -0.12
H -3.92 0.33 1.90
H -3.90 2.10 1.76
H 4.76 -1.17 1.58
H 2.25 -2.52 3.00
H 2.08 -2.59 -2.37
H -2.25 -2.38 -2.43
H -3.23 -0.51 -1.33
H -0.61 3.46 1.10
H 3.27 -1.32 -0.73
H 4.42 0.55 1.18
H -0.36 4.83 0.35
H 3.22 -2.99 1.54
*
```

Results
Highest occupied orbital energy: -11.6 eV
Molar mass: 323.02 g/mol
HOMO-LUMO gap: 8.5 eV
F_max: 0.0363 Eh/bohr
LUMO level: -0.114 hartree

Results of the Löwdin charge analysis, in e, for atoms 1 through 6:
1 Cl -0.108
2 P 0.824
3 P 0.765
4 Mg 0.229
5 O -0.150
6 O -0.046